Density functional theory data (the ωB97M-V functional and the def2-TZVPD basis) for a cluster of 2 separate species, C9H14 in total.

CARTESIAN COORDINATES (ANGSTROEM)
C 0.177 -1.009 -2.460
C 0.130 -1.249 -0.977
C -0.986 -1.877 -0.424
C -1.121 -2.099 0.944
C -0.128 -1.620 1.789
C 1.008 -1.043 1.264
C 1.117 -0.820 -0.107
H 1.216 -0.939 -2.790
H -0.283 -0.053 -2.730
H -0.347 -1.792 -2.990
H -1.816 -2.137 -1.069
H -2.018 -2.635 1.229
H -0.229 -1.740 2.868
H 1.810 -0.683 1.898
H 1.983 -0.329 -0.544
C 0.198 2.935 -0.073
C -0.278 2.072 1.108
H 1.132 2.551 -0.494
H -0.548 2.837 -0.868
H 0.275 3.993 0.174
H 0.489 1.680 1.761
H -0.890 1.267 0.719
H -0.892 2.692 1.773

Values from the calculation:
Energy relative to the best compared isomer or geometry (same formula, charge and spin): 5.6 kcal/mol
Largest force on an atom: 1.09 eV/Å
Structure (SMILES): Cc1ccccc1.CC